1.
Below is a 2-piece molecular cluster, C3H9PS3 overall at a distorted geometry, with properties calculated with ωB97M-V/def2-TZVPD.

Results
**E**: -1655.582067 Ha
**HOMO**: -8.913 eV
**HOMO-LUMO gap**: 0.2822 hartree

The geometry in XYZ format:
```
16
Properties=species:S:1:pos:R:3:forces:R:3
C -1.6913 -1.6902 2.1987 -4.0 2.3 -1.6
C 2.5499 1.2872 -2.8164 0.2 1.2 -1.6
C -1.1674 -0.2822 1.8649 -0.2 0.2 1.9
P -1.5094 0.3469 0.2094 0.5 2.5 0.1
S -0.8361 2.2490 0.0978 -0.9 -2.6 -0.3
S -2.8440 -0.6727 -0.7174 0.7 0.6 -0.2
S 1.8724 0.2015 -1.5739 3.0 -2.0 0.1
H -2.0307 -1.6401 3.2290 -0.6 -0.1 0.0
H -2.5738 -1.8963 1.3986 1.9 0.1 2.4
H -1.0321 -2.4638 2.1919 2.3 -2.0 -0.6
H 3.6474 1.2268 -3.0156 -0.9 -0.1 0.7
H 2.3094 2.2748 -2.4370 0.2 0.4 -0.4
H 2.0900 1.1746 -3.8249 0.0 -0.1 0.8
H -0.1554 -0.1497 2.3173 -0.5 0.3 -1.0
H -1.8040 0.5053 2.4274 0.8 -1.2 -0.7
H 3.1752 -0.4711 -1.5498 -2.5 0.6 0.4
```
Positions in Å, forces in eV/Å.

Results of the Mulliken charge analysis, in e, for atoms 1 through 2:
1. C -0.906
2. C -0.779

2.
Below is C44H42FN10O6Sr as an isolated structure, with properties calculated with ωB97M-V/def2-TZVPD.

Results
**E**: -2831.618853 Ha
**HOMO**: -3.356 eV
**Net charge**: -1
**HOMO-LUMO gap**: 0.0902 hartree

The geometry in XYZ format:
```
104
Properties=species:S:1:pos:R:3:forces:R:3
Sr -0.6835 -0.6624 -1.9411 -0.2 0.2 0.1
O 0.9415 0.8965 -2.8646 -0.2 -0.2 -0.1
C 0.9634 1.6958 -3.8604 -0.2 0.2 -0.1
C 2.1541 2.4284 -4.1512 0.0 -0.1 0.0
C 2.2791 3.2705 -5.2309 0.1 0.0 0.1
C 1.2129 3.4682 -6.1070 -0.1 0.0 -0.1
C 0.0269 2.8112 -5.8364 0.1 0.0 0.0
C -0.1534 1.9511 -4.7441 0.2 0.1 0.0
C -1.5149 1.4384 -4.6083 0.1 0.0 0.1
N -1.9904 0.7466 -3.6474 0.2 -0.1 -0.1
N -3.3578 0.4965 -3.6985 -0.1 0.0 0.0
C -3.6741 -0.6353 -3.1056 -0.4 0.0 -0.1
O -2.9105 -1.5336 -2.6428 0.3 0.2 0.1
C -5.1623 -0.8613 -2.9581 0.1 0.0 0.0
C -6.1077 -0.0366 -3.5644 0.0 0.0 0.0
C -7.4614 -0.2393 -3.3440 0.0 0.0 0.0
C -7.8889 -1.2631 -2.5057 0.0 0.0 0.0
C -6.9529 -2.0904 -1.9015 0.0 0.0 0.0
C -5.5983 -1.8943 -2.1353 0.0 0.0 0.0
H 2.9898 2.2686 -3.4783 0.0 0.0 0.0
H 3.2227 3.7816 -5.3983 0.0 0.0 0.0
H 1.3002 4.1237 -6.9642 0.0 0.0 0.0
H -0.8226 2.9732 -6.4933 0.0 0.0 0.0
H -2.1836 1.7238 -5.4263 -0.1 0.0 0.1
H -5.7541 0.7681 -4.1953 0.0 0.0 0.0
H -8.1888 0.4086 -3.8199 0.0 0.0 0.0
H -8.9469 -1.4110 -2.3222 0.0 0.0 0.0
H -7.2729 -2.8809 -1.2334 0.0 0.0 0.0
H -4.8526 -2.5229 -1.6667 0.0 0.0 0.0
C 6.6747 -4.0938 -0.7550 0.0 0.0 0.0
C 5.4225 -4.7669 -0.2103 0.0 0.0 0.0
N 4.2803 -3.8635 -0.1634 0.0 0.0 0.0
C 3.4419 -3.8141 -1.2439 0.0 0.0 0.0
C 2.3563 -3.0197 -1.4005 0.1 0.0 -0.1
C 1.6643 -3.1374 -2.8021 0.2 0.0 0.1
O 2.3105 -3.8166 -3.6090 -0.1 -0.1 0.0
O 0.5835 -2.5350 -2.9521 0.0 0.0 0.3
C 2.0074 -2.1475 -0.3077 0.0 0.1 0.1
O 1.0115 -1.4413 -0.1748 -0.1 -0.1 -0.3
C 3.0056 -2.0961 0.7939 0.0 0.0 0.1
C 2.7947 -1.1480 1.7943 0.0 0.0 0.0
C 3.6757 -1.0710 2.8320 0.0 0.1 0.0
F 3.5334 -0.1023 3.7803 0.0 -0.1 0.0
C 4.7621 -1.9366 2.9422 0.0 0.0 0.0
C 4.9852 -2.8706 1.9514 -0.1 -0.1 0.1
C 4.1091 -2.9573 0.8576 0.0 0.0 -0.1
N 5.6862 -1.8420 4.0402 0.1 -0.1 -0.1
C 5.1034 -1.8802 5.3687 -0.1 -0.1 0.0
C 6.1958 -2.1732 6.3751 0.0 0.0 0.0
N 7.2211 -1.0710 6.2652 0.0 0.0 0.0
C 7.7844 -0.9668 4.8709 0.0 0.0 0.0
C 6.6363 -0.7550 3.9043 -0.1 0.1 0.1
H 7.5010 -4.8043 -0.8060 0.0 0.0 0.0
H 6.9790 -3.2550 -0.1268 0.0 0.0 0.0
H 6.4880 -3.7108 -1.7583 0.0 0.0 0.0
H 5.5913 -5.1779 0.7865 0.0 0.0 0.0
H 5.1378 -5.6061 -0.8421 0.0 0.0 0.0
H 3.6843 -4.4708 -2.0721 0.0 0.0 0.0
H 1.9367 -0.4920 1.7148 0.0 0.0 0.0
H 5.8352 -3.5302 2.0548 0.0 0.0 0.0
H 4.3508 -2.6663 5.4149 0.0 0.0 0.0
H 4.6026 -0.9432 5.6518 0.0 0.1 0.0
H 6.7142 -3.1034 6.1504 0.0 0.0 0.0
H 5.8288 -2.1798 7.3995 0.0 0.0 0.0
H 7.9702 -1.2097 6.9423 0.0 0.0 0.0
H 6.7629 -0.1857 6.4979 0.0 0.0 0.0
H 8.2929 -1.9089 4.6740 0.0 0.0 0.0
H 8.4970 -0.1444 4.8615 0.0 0.0 0.0
H 7.0288 -0.7394 2.8888 0.0 0.0 0.0
H 6.1759 0.2313 4.0902 0.0 0.0 0.0
C -6.5186 4.5874 -0.8451 0.0 0.0 0.0
C -6.1308 4.1371 0.5568 0.0 0.0 0.0
N -4.8368 3.4653 0.5822 0.0 0.0 0.0
C -4.8304 2.0248 0.8411 0.0 0.0 0.0
C -5.4296 1.2137 -0.2920 0.0 0.0 0.0
C -3.7362 4.2501 0.5472 0.0 0.0 0.2
O -3.8006 5.4761 0.5872 0.0 0.0 -0.1
C -2.3943 3.5847 0.4682 0.0 0.0 -0.1
C -1.4087 3.9172 1.3861 0.0 0.0 0.0
C -0.1536 3.3489 1.2554 0.0 0.0 0.0
C 0.0719 2.4814 0.1965 0.1 0.1 0.0
N -0.8587 2.1691 -0.6959 -0.1 -0.3 0.0
C -2.0676 2.7024 -0.5579 0.1 0.1 0.0
H -7.4943 5.0782 -0.8324 0.0 0.0 0.0
H -6.5672 3.7363 -1.5253 0.0 0.0 0.0
H -5.7832 5.2949 -1.2264 0.0 0.0 0.0
H -6.8669 3.4351 0.9507 0.0 0.0 0.0
H -6.0888 4.9976 1.2263 0.0 0.0 0.0
H -5.3866 1.8518 1.7682 0.0 0.0 0.0
H -3.8084 1.7110 1.0337 0.0 0.0 0.0
H -6.4710 1.4861 -0.4770 0.0 0.0 0.0
H -5.4099 0.1516 -0.0482 0.0 0.0 0.0
H -4.8715 1.3526 -1.2193 0.0 0.0 0.0
H -1.6334 4.6158 2.1823 0.0 0.0 0.0
H 0.6411 3.5728 1.9553 0.0 0.0 0.0
H 1.0445 2.0229 0.0414 0.0 0.0 0.0
H -2.8008 2.4195 -1.3077 0.0 0.0 0.0
N -2.1823 -0.4816 0.4049 0.1 -0.2 -0.1
C -2.8068 -0.7476 1.3427 0.0 0.1 -0.1
C -3.5490 -0.9908 2.5053 0.1 0.0 0.0
C -3.1674 -0.3239 3.6863 0.0 0.0 0.1
N -2.8451 0.2320 4.6493 0.0 0.0 0.0
C -4.6125 -1.9144 2.5076 -0.1 -0.1 0.0
N -5.4833 -2.6752 2.5184 0.0 0.0 0.0
```
Positions in Å, forces in eV/Å.

Results of the Mulliken charge analysis, in e, for atoms 1 through 2:
1. Sr 2.156
2. O -0.232

3.
Below is C45H64BaNO9P3 as an isolated structure at a distorted geometry, with properties calculated with ωB97M-V/def2-TZVPD.

Results
**E**: -3534.816210 Ha
**HOMO**: -8.137 eV
**HOMO-LUMO gap**: 0.2958 hartree

The geometry in XYZ format:
```
123
Properties=species:S:1:pos:R:3:forces:R:3
Ba -0.0454 -0.7155 0.4802 2.8 5.0 -6.9
O 1.6661 -0.0314 1.8685 2.5 1.0 2.1
C 1.0379 0.5465 3.0127 -0.4 0.4 0.5
C -0.4707 0.8245 2.6660 0.0 0.9 1.8
O -1.2967 0.8722 3.5595 -0.2 0.0 0.3
O -0.6364 1.0769 1.4448 -1.8 4.2 1.3
C 1.5747 1.9298 3.2737 0.4 0.3 -0.3
C 2.4562 2.5299 2.3855 -0.1 -0.3 0.1
C 2.9281 3.8070 2.6316 0.1 0.1 0.0
C 2.5233 4.4957 3.7618 0.0 0.1 -0.1
C 1.6370 3.8995 4.6449 0.0 0.0 0.0
C 1.1623 2.6255 4.4047 0.0 -0.1 0.0
C 1.3161 -0.3248 4.2184 -0.1 -0.2 0.2
C 0.3345 -1.0417 4.8856 0.1 0.1 0.1
C 0.6711 -1.8573 5.9576 0.1 0.0 0.0
C 1.9850 -1.9430 6.3864 -0.1 -0.1 0.1
C 2.9654 -1.2074 5.7394 0.1 0.0 -0.1
C 2.6350 -0.4124 4.6591 -0.1 0.0 0.0
H 1.4332 -0.9720 1.9602 1.7 -0.5 1.0
H 2.7610 1.9778 1.5085 0.1 0.1 -0.1
H 3.6217 4.2646 1.9410 0.0 0.0 -0.1
H 2.8897 5.4945 3.9501 0.0 0.1 0.0
H 1.3177 4.4290 5.5286 -0.1 0.1 0.1
H 0.4549 2.1676 5.0785 -0.1 -0.1 0.1
H -0.6949 -0.9027 4.5892 -0.1 0.0 0.0
H -0.1016 -2.4261 6.4582 0.0 0.0 0.1
H 2.2425 -2.5716 7.2291 0.0 0.0 0.0
H 3.9917 -1.2522 6.0777 0.0 0.0 0.0
H 3.3978 0.1675 4.1577 0.1 0.0 0.0
C 5.8670 -1.9976 0.0623 -0.2 0.1 0.1
C 4.3347 -2.0286 0.1476 0.2 -0.3 0.0
C 3.8567 -3.4755 0.1876 -0.1 0.2 0.1
C 3.7289 -1.2050 -0.9671 0.1 0.1 0.1
C 3.0148 -1.7346 -2.0288 0.0 0.1 0.2
C 2.4642 -0.9053 -2.9961 0.0 0.2 -0.1
C 1.8149 -1.5442 -4.2080 0.0 -0.1 0.0
C 2.9201 -1.9850 -5.1789 -0.3 0.2 0.0
C 0.9552 -2.7610 -3.8579 0.0 0.2 0.0
C 2.6507 0.4868 -2.9278 0.1 -0.2 0.1
C 3.5362 1.0201 -1.9735 0.1 -0.2 0.0
C 3.9960 0.1565 -0.9850 -0.1 -0.1 0.0
C 4.2632 2.3666 -2.0448 0.0 0.3 0.0
C 4.4048 3.0483 -0.6797 0.1 -0.2 -0.1
C 3.7604 3.4070 -3.0459 0.2 -0.1 0.0
C 1.9756 1.3271 -3.9528 -0.2 0.2 -0.2
C 2.6318 1.5059 -5.1718 -0.1 -0.1 -0.1
C 2.1040 2.2826 -6.1836 0.0 -0.1 0.1
C 0.9079 2.9412 -5.9632 -0.1 0.0 0.0
C 0.2438 2.7722 -4.7634 0.1 0.0 -0.1
C 0.7260 1.9386 -3.7514 0.0 0.0 0.2
P -0.3319 1.6364 -2.2416 -0.3 0.3 -0.4
C -2.0027 1.1179 -3.0339 0.3 0.3 -0.1
C -2.9432 0.6940 -1.9031 0.3 0.0 0.1
C -2.7515 2.1151 -3.9253 0.1 -0.2 0.1
C -1.6458 -0.1283 -3.8450 0.1 0.2 0.1
C -0.4890 3.3738 -1.4534 0.0 -0.1 -0.3
C -0.4021 4.5957 -2.3710 0.0 -0.2 0.2
C -1.7619 3.4496 -0.6189 0.1 -0.3 -0.1
C 0.7112 3.3806 -0.5083 -0.2 -0.4 -0.1
H 6.2984 -2.6155 0.8489 0.1 0.0 0.0
H 6.2456 -0.9848 0.1723 0.1 0.1 0.0
H 6.1974 -2.3813 -0.9017 0.0 -0.1 -0.1
H 4.0326 -1.5520 1.0869 0.0 0.0 0.0
H 4.2562 -4.0482 -0.6473 0.1 -0.1 -0.1
H 2.7760 -3.5221 0.1480 -0.1 -0.1 0.0
H 4.1879 -3.9480 1.1121 0.1 0.0 0.0
H 2.8877 -2.8000 -2.1164 -0.1 -0.2 0.1
H 1.1810 -0.8081 -4.7084 0.1 0.0 0.1
H 3.5826 -2.6929 -4.6864 0.1 -0.1 0.1
H 3.5175 -1.1450 -5.5212 0.1 0.1 0.0
H 2.4758 -2.4668 -6.0463 0.0 -0.1 -0.2
H 1.5749 -3.6467 -3.7437 0.0 -0.2 0.1
H 0.2356 -2.9548 -4.6505 -0.1 -0.1 -0.1
H 0.4272 -2.5893 -2.9250 -0.1 0.0 0.0
H 4.6495 0.5402 -0.2186 0.1 0.1 0.1
H 5.2817 2.0998 -2.3657 -0.1 0.0 0.0
H 3.4311 3.2727 -0.2622 -0.1 0.1 0.1
H 4.9614 3.9744 -0.8000 0.0 0.1 0.0
H 4.9534 2.4367 0.0277 0.0 0.0 0.2
H 2.7049 3.6187 -2.9091 -0.1 0.1 0.0
H 3.9173 3.0891 -4.0704 0.0 0.1 0.0
H 4.3178 4.3314 -2.9016 0.0 0.1 0.0
H 3.5929 1.0338 -5.3114 0.1 -0.1 0.0
H 2.6276 2.3923 -7.1216 0.1 0.0 -0.1
H 0.4875 3.5807 -6.7239 -0.1 0.1 -0.1
H -0.6699 3.3148 -4.6084 -0.1 0.0 0.0
H -3.4473 1.5476 -1.4635 0.0 0.0 0.2
H -2.3853 0.1704 -1.1217 -0.3 0.0 0.0
H -3.7055 0.0285 -2.3077 -0.1 -0.1 0.0
H -2.8118 3.0992 -3.4695 0.0 0.2 0.0
H -3.7704 1.7562 -4.0695 -0.2 0.0 0.0
H -2.2994 2.1956 -4.9090 0.0 0.1 -0.1
H -1.1574 -0.8446 -3.1855 0.0 -0.2 -0.1
H -0.9772 0.1202 -4.6671 0.1 -0.1 -0.1
H -2.5436 -0.5815 -4.2636 -0.2 -0.1 0.0
H -1.2600 4.6825 -3.0318 -0.1 0.0 -0.1
H 0.5055 4.5909 -2.9685 0.1 0.1 -0.1
H -0.3855 5.4879 -1.7453 0.0 0.1 0.1
H -2.6477 3.5473 -1.2405 -0.1 0.0 0.0
H -1.7155 4.3274 0.0227 0.0 0.1 0.1
H -1.8299 2.5684 0.0190 -0.2 0.1 0.1
H 1.6133 3.1833 -1.0798 0.2 0.0 0.1
H 0.5782 2.5876 0.2325 0.2 0.2 0.0
H 0.8039 4.3422 -0.0071 0.0 0.1 0.1
N -0.1020 -5.2587 1.3384 0.6 -0.1 -0.1
C -1.0864 -4.1756 1.1102 -0.1 1.0 -0.1
C -2.5172 -4.5839 1.2934 -0.4 -0.1 0.1
P -0.5502 -2.7695 2.1403 -0.8 -3.6 3.5
O -0.6496 -3.5270 3.5853 0.1 0.1 -1.2
O 0.8733 -2.5439 1.7594 0.8 -1.1 1.1
O -1.4838 -1.6403 2.0271 -2.0 -0.8 1.5
P -0.5922 -3.5307 -0.5355 -0.5 -3.2 -2.8
O -1.5486 -4.4615 -1.4857 0.3 0.1 0.9
O 0.8129 -4.0541 -0.6490 -0.1 0.0 0.1
O -0.8751 -2.1153 -0.8579 -2.9 -3.7 -3.7
H 0.3131 -5.1891 2.2706 0.0 -0.2 -0.1
H 0.6102 -4.9634 0.5257 0.3 -0.3 0.3
H -0.4889 -6.1887 1.1782 0.0 0.1 0.0
H -2.7077 -4.9097 2.3182 0.0 0.0 0.0
H -2.7871 -5.3771 0.5951 0.0 0.0 0.0
H -3.1527 -3.7237 1.0932 -0.1 0.0 0.0
H -1.0287 -2.9162 4.2129 -0.1 0.3 0.6
H -1.7484 -3.9952 -2.2936 -0.2 0.2 -0.5
```
Positions in Å, forces in eV/Å.

Results of the Mulliken charge analysis, in e, for atoms 1 through 2:
1. Ba 3.724
2. O -1.380

4.
Below is a 2-piece molecular cluster, C2H8OS2 overall at a distorted geometry, with properties calculated with ωB97M-V/def2-TZVPD.

Results
**E**: -952.570304 Ha
**HOMO**: -8.872 eV
**HOMO-LUMO gap**: 0.3480 hartree
**Structure (SMILES)**: CSS.CO

The geometry in XYZ format:
```
13
Properties=species:S:1:pos:R:3:forces:R:3
C -2.5901 0.2220 -0.1365 0.9 0.0 -0.3
O -1.2182 0.6692 0.1267 -1.5 -1.2 0.2
H -2.7823 -0.7549 0.3045 -0.1 0.1 0.7
H -2.5983 -0.0155 -1.1979 -0.7 0.6 -0.3
H -3.3353 0.9444 0.2048 0.3 0.0 -0.3
H -0.8114 -0.2044 -0.0072 0.9 0.8 0.2
C 1.9813 0.9036 0.0594 -1.5 -0.3 -1.3
S 1.4369 -0.6566 -0.7985 -0.2 1.3 -0.5
S 2.4736 -2.0258 0.2406 -0.4 -1.0 0.6
H 1.6571 0.8397 1.0997 0.6 0.1 -0.1
H 3.0285 0.9324 -0.2041 0.2 0.5 0.7
H 1.4177 1.7293 -0.4526 0.6 -0.7 0.5
H 1.3406 -2.5834 0.7612 0.8 0.1 0.1
```
Positions in Å, forces in eV/Å.

Results of the Mulliken charge analysis, in e, for atoms 1 through 2:
1. C -0.591
2. O -0.424